C30H39Br2N7 | ωB97M-V/def2-TZVPD

The geometry in XYZ format:
```
78
Properties=species:S:1:pos:R:3:lowdin_charge:R:1
Br -2.84 -1.33 -2.33 0.633
C -1.19 -0.57 -1.65 -0.709
C -0.97 -1.14 -0.28 -0.708
Br 0.53 -0.29 0.71 0.567
H -1.13 0.50 -1.83 0.061
H -0.38 -0.92 -2.30 0.057
H -0.71 -2.19 -0.39 0.053
H -1.82 -1.13 0.39 0.044
N -6.74 -0.19 6.35 0.011
C -7.82 0.33 5.71 -0.177
C -7.92 -0.08 4.40 -0.103
C -6.79 -0.93 4.20 -0.113
C -6.11 -0.98 5.40 -0.146
H -6.41 0.18 7.22 0.148
H -8.43 1.02 6.28 0.103
H -8.54 0.19 3.56 0.090
H -6.53 -1.37 3.24 0.090
H -5.26 -1.60 5.68 0.098
N 7.86 -4.27 -0.54 0.008
C 6.76 -3.76 -1.18 -0.108
C 5.73 -4.70 -0.96 -0.113
C 6.25 -5.69 -0.20 -0.164
C 7.52 -5.45 0.00 -0.188
H 8.76 -3.81 -0.44 0.152
H 6.79 -2.73 -1.51 0.100
H 4.67 -4.61 -1.18 0.093
H 5.69 -6.54 0.16 0.106
H 8.21 -6.01 0.62 0.115
N -8.01 -4.60 -9.08 -0.011
C -7.18 -4.23 -8.00 -0.089
C -5.93 -4.56 -8.50 -0.163
C -5.95 -5.10 -9.75 -0.121
C -7.28 -5.15 -10.08 -0.157
H -9.01 -4.64 -8.90 0.142
H -7.60 -3.80 -7.11 0.100
H -4.97 -4.27 -8.10 0.093
H -5.14 -5.29 -10.43 0.100
H -7.83 -5.48 -10.95 0.107
N 1.51 -0.48 -8.00 0.019
C 2.47 -1.08 -7.24 -0.178
C 2.29 -2.41 -7.10 -0.107
C 1.24 -2.70 -8.00 -0.125
C 0.71 -1.51 -8.44 -0.148
H 1.41 0.52 -8.07 0.148
H 3.26 -0.42 -6.90 0.105
H 2.79 -3.18 -6.53 0.095
H 0.82 -3.69 -8.16 0.092
H -0.04 -1.46 -9.21 0.100
N 1.66 0.10 8.47 0.008
C 2.20 1.26 9.00 -0.158
C 2.57 0.98 10.23 -0.150
C 2.13 -0.32 10.59 -0.110
C 1.56 -0.84 9.48 -0.139
H 1.30 0.02 7.53 0.142
H 2.35 2.19 8.48 0.112
H 3.02 1.72 10.87 0.096
H 2.26 -0.70 11.60 0.093
H 1.32 -1.88 9.28 0.105
N 7.52 7.18 1.16 0.006
C 8.34 6.10 1.26 -0.164
C 7.61 5.02 1.67 -0.109
C 6.23 5.44 1.75 -0.094
C 6.28 6.77 1.43 -0.185
H 7.84 8.13 1.06 0.154
H 9.41 6.15 1.23 0.105
H 7.94 4.06 2.05 0.089
H 5.37 4.81 1.89 0.090
H 5.48 7.49 1.34 0.108
N -3.49 5.34 2.82 -0.025
C -2.59 6.35 2.93 -0.130
C -2.03 6.63 1.59 -0.095
C -2.74 5.80 0.68 -0.120
C -3.61 4.95 1.46 -0.105
H -3.97 4.90 3.59 0.142
H -2.34 6.71 3.92 0.093
H -1.29 7.34 1.27 0.074
H -2.72 5.68 -0.39 0.080
H -4.32 4.19 1.16 0.086
```

charge = 0
SMILES string = c1cc[nH]c1.c1cc[nH]c1.c1cc[nH]c1.c1cc[nH]c1.c1cc[nH]c1.c1cc[nH]c1.c1cc[nH]c1.BrCCBr
gap between HOMO and LUMO = 8.3 eV
lowest unoccupied orbital energy = 0.44 eV
maximum force = 3.90 eV/Å

***

C30H39BrCl2IN2O6P | ωB97M-V/def2-TZVPD

The geometry in XYZ format:
```
82
Properties=species:S:1:pos:R:3:lowdin_charge:R:1
C -5.73 1.95 -4.68 -0.125
C -5.14 0.93 -3.59 -0.260
C -3.52 0.77 -3.74 -0.593
Cl -3.25 -0.64 -4.88 0.586
C -2.92 0.59 -2.28 -0.050
C -1.78 1.58 -1.84 -0.027
C -1.18 2.71 -2.84 -0.142
C -1.85 4.15 -2.58 -0.258
N -0.86 5.25 -2.91 -0.036
C -1.12 1.51 -0.44 0.013
C -1.66 0.42 0.57 -0.055
C -2.77 -0.57 0.16 -0.422
Br -3.35 -1.88 1.54 0.740
C -3.42 -0.52 -1.28 -0.164
O -4.44 -1.40 -1.70 -0.130
C -4.01 -2.79 -1.71 -0.181
C -2.51 -3.03 -2.24 -0.203
N -1.48 -3.17 -1.15 -0.090
C -0.35 -4.07 -1.54 -0.165
C 1.04 -3.29 -1.82 -0.357
C 1.73 -3.96 -3.13 -0.077
O 1.96 -3.55 -0.71 -0.102
C -0.93 0.44 2.01 -0.267
O -1.56 0.34 3.08 0.023
C 0.67 0.66 1.92 0.034
C 1.67 -0.17 2.80 -0.053
C 1.11 -1.28 3.80 -0.177
C 1.44 -1.01 5.35 -0.664
C 0.55 -2.11 6.18 -0.129
Cl 1.02 0.67 5.94 0.592
C 3.20 0.11 2.63 -0.177
C 4.27 -0.73 3.46 -0.644
I 6.00 -1.22 2.15 0.795
C 4.83 -0.02 4.79 -0.300
C 4.43 1.53 4.95 -0.127
C 3.71 1.23 1.64 -0.049
C 2.73 2.07 0.76 -0.232
P 3.29 3.43 -0.45 0.898
O 2.79 2.95 -2.02 -0.316
O 5.01 3.49 -0.32 -0.336
C 1.21 1.73 0.92 -0.030
C 0.08 2.48 0.04 -0.255
O 0.12 3.70 -0.23 0.031
H -6.34 1.40 -5.50 0.081
H -6.36 2.75 -4.14 0.081
H -4.92 2.54 -5.25 0.072
H -5.32 1.36 -2.53 0.121
H -5.68 -0.08 -3.69 0.102
H -3.18 1.71 -4.29 0.080
H -1.24 2.39 -3.94 0.115
H -0.06 2.83 -2.60 0.098
H -2.14 4.31 -1.49 0.109
H -2.78 4.30 -3.26 0.112
H 0.10 4.95 -2.69 0.048
H -1.04 6.06 -2.29 0.066
H -4.70 -3.33 -2.45 0.135
H -4.16 -3.34 -0.71 0.091
H -2.54 -4.01 -2.86 0.127
H -2.13 -2.23 -2.96 0.087
H -1.05 -2.22 -1.10 0.081
H -0.56 -4.75 -2.43 0.108
H -0.14 -4.74 -0.62 0.129
H 0.90 -2.16 -2.00 0.141
H 1.43 -3.45 -4.11 0.078
H 1.50 -5.09 -3.18 0.084
H 2.88 -3.88 -3.05 0.081
H 2.62 -2.81 -0.77 0.097
H -0.01 -1.47 3.72 0.105
H 1.63 -2.28 3.51 0.137
H 2.54 -1.28 5.51 0.078
H 1.06 -3.13 6.20 0.085
H -0.52 -2.18 5.79 0.087
H 0.50 -1.72 7.25 0.069
H 3.80 -1.73 3.73 0.068
H 4.49 -0.59 5.73 0.100
H 5.98 -0.11 4.76 0.068
H 4.68 1.83 6.03 0.088
H 5.12 2.13 4.25 0.079
H 3.32 1.76 4.81 0.040
H 4.83 1.45 1.53 0.047
H 3.31 2.12 -2.21 0.066
H 5.17 3.41 0.65 0.042
```

charge = 0
SMILES string = CC[C@H](Cl)c1c(CCN)c2c(c(Br)c1OCCNC[C@H](C)O)C(=O)c1c(C[C@H](C)Cl)c([C@@H](I)CC)cc(P(O)O)c1C2=O
gap between HOMO and LUMO = 7.2 eV
lowest unoccupied orbital energy = -1.49 eV
maximum force = 4.82 eV/Å

***

C30H39CsN9OSSe3 | ωB97M-V/def2-TZVPD

The geometry in XYZ format:
```
84
Properties=species:S:1:pos:R:3:lowdin_charge:R:1
Cs -0.82 -0.59 0.12 0.909
N -4.58 -0.73 3.07 -0.002
C -3.77 -1.34 2.08 -1.023
S -2.37 -2.16 2.67 0.311
N -4.23 -1.19 0.88 -0.060
N -3.43 -1.60 -0.19 -0.175
C -3.74 -2.69 -0.75 -0.133
C -3.12 -3.26 -1.96 -0.138
C -3.69 -4.44 -2.43 -0.085
C -3.27 -5.09 -3.58 -0.143
C -2.24 -4.51 -4.32 -0.133
C -1.64 -3.34 -3.88 -0.057
C -2.01 -2.68 -2.68 -0.405
O -1.38 -1.64 -2.29 -0.361
H -4.50 -1.21 3.95 0.035
H -5.54 -0.64 2.75 0.061
H -4.56 -3.29 -0.33 0.114
H -4.51 -4.87 -1.86 0.097
H -3.74 -6.01 -3.91 0.078
H -1.90 -4.98 -5.23 0.087
H -0.84 -2.89 -4.46 0.095
C 0.86 4.08 0.52 -0.105
N 1.39 3.10 -0.40 -0.254
C 2.82 2.98 -0.26 -0.112
C 1.03 3.40 -1.78 -0.205
C -0.43 3.20 -2.14 -0.211
N -0.86 1.82 -2.25 -0.284
C -2.31 1.72 -2.28 -0.115
C -0.30 1.17 -3.42 -0.102
H 1.25 5.09 0.33 0.086
H 1.13 3.79 1.54 0.077
H -0.23 4.10 0.48 0.073
H 3.35 3.92 -0.51 0.086
H 3.19 2.19 -0.91 0.047
H 3.07 2.71 0.77 0.077
H 1.65 2.78 -2.42 0.101
H 1.29 4.45 -2.01 0.120
H -0.61 3.74 -3.09 0.120
H -1.07 3.70 -1.40 0.105
H -2.74 2.25 -3.16 0.087
H -2.74 2.16 -1.38 0.081
H -2.60 0.67 -2.33 0.068
H -0.56 1.70 -4.35 0.091
H -0.68 0.15 -3.46 0.062
H 0.79 1.12 -3.34 0.051
Se 1.41 2.77 8.05 1.061
N 2.35 1.88 6.81 -0.236
C 1.56 1.71 5.78 -0.335
C 1.96 1.01 4.57 -0.094
C 3.20 0.39 4.44 -0.006
C 3.49 -0.29 3.28 -0.042
C 2.53 -0.32 2.28 -0.118
N 1.35 0.27 2.37 0.098
C 1.05 0.92 3.50 -0.140
C -0.30 1.52 3.61 -0.154
N -1.10 1.41 2.55 0.079
C -2.35 1.82 2.65 -0.128
C -2.88 2.40 3.81 -0.036
C -2.04 2.57 4.89 -0.001
C -0.72 2.12 4.80 -0.094
C 0.22 2.26 5.90 -0.331
N -0.05 2.87 7.02 -0.234
H 3.91 0.45 5.26 0.112
H 4.44 -0.79 3.14 0.103
H 2.71 -0.86 1.35 0.092
H -2.99 1.66 1.79 0.109
H -3.92 2.68 3.85 0.106
H -2.38 3.03 5.81 0.112
C 3.51 -3.84 -0.17 -0.433
Se 1.66 -3.37 -0.56 0.872
C 1.82 -3.25 -2.51 -0.544
C 1.75 -1.83 -3.03 -0.565
Se 3.17 -0.67 -2.32 0.898
C 4.31 -0.70 -3.90 -0.424
H 3.74 -4.82 -0.59 0.015
H 3.61 -3.88 0.91 0.011
H 4.18 -3.08 -0.58 -0.009
H 0.97 -3.82 -2.91 0.049
H 2.74 -3.76 -2.78 0.062
H 0.79 -1.39 -2.77 0.010
H 1.85 -1.81 -4.12 0.074
H 3.79 -0.26 -4.75 0.017
H 4.61 -1.72 -4.13 0.017
H 5.20 -0.11 -3.68 0.008
```

energy relative to the best compared isomer or geometry (same formula, charge and spin) = 75.0 kJ/mol
charge = -1
gap between HOMO and LUMO = 5.1 eV
lowest unoccupied orbital energy = 1.24 eV
maximum force = 0.99 eV/Å

***

C30H39Ge2N3O8S3W | ωB97M-V/def2-TZVPD

The geometry in XYZ format:
```
86
Properties=species:S:1:pos:R:3:lowdin_charge:R:1
W 0.13 1.02 -0.03 1.342
O 0.31 3.23 -2.88 0.122
C 1.07 2.60 -2.20 -0.550
O 0.99 2.53 -0.88 -0.273
C 2.14 1.66 -2.70 -0.014
C 3.19 1.95 -3.54 0.138
C 4.14 0.95 -3.78 -0.106
C 4.11 -0.27 -3.11 0.136
C 3.07 -0.54 -2.21 -0.084
C 2.00 0.39 -2.11 -0.175
O 0.87 0.10 -1.49 -0.271
N 3.10 -1.58 -1.33 -0.080
O 3.87 -2.54 -1.35 0.205
O 2.29 -1.40 -0.20 0.038
N 5.24 1.22 -4.67 -0.358
O 6.00 0.31 -4.91 0.104
O 5.32 2.34 -5.12 0.110
H 3.29 2.92 -4.01 0.150
H 4.90 -0.99 -3.24 0.144
C -1.36 -1.32 -2.53 -0.180
C -1.33 0.08 -3.14 -0.349
Ge -1.69 1.46 -1.69 0.837
C -2.63 3.00 -2.70 -0.330
C -3.00 2.62 -4.13 -0.180
C -3.36 0.54 -1.13 -0.266
C -3.46 -0.11 0.03 -0.352
Ge -1.77 0.00 1.22 0.703
C -1.15 -1.99 1.43 -0.350
C -0.97 -2.53 2.84 -0.184
C -2.84 0.79 2.82 -0.362
C -2.73 0.15 4.20 -0.187
C -4.69 -0.72 0.54 -0.252
C -4.67 -1.55 1.66 -0.064
C -5.83 -2.07 2.19 -0.078
C -7.06 -1.80 1.60 -0.096
C -7.10 -0.98 0.48 -0.088
C -5.94 -0.44 -0.04 -0.034
H -1.02 -2.06 -3.26 0.067
H -2.38 -1.57 -2.24 0.063
H -0.72 -1.41 -1.64 0.038
H -2.11 0.13 -3.90 0.053
H -0.37 0.27 -3.64 0.048
H -1.98 3.88 -2.73 0.038
H -3.52 3.26 -2.13 0.056
H -2.11 2.37 -4.69 0.062
H -3.49 3.46 -4.62 0.068
H -3.68 1.77 -4.14 0.058
H -4.20 0.56 -1.82 0.057
H -0.18 -2.02 0.90 0.021
H -1.83 -2.63 0.88 0.062
H -0.39 -1.84 3.45 0.024
H -0.45 -3.49 2.83 0.070
H -1.93 -2.66 3.33 0.054
H -3.88 0.79 2.50 0.052
H -2.51 1.83 2.90 0.020
H -3.07 -0.88 4.18 0.044
H -3.36 0.70 4.89 0.071
H -1.71 0.18 4.56 0.013
H -3.71 -1.76 2.11 0.069
H -5.79 -2.69 3.07 0.100
H -7.97 -2.21 2.01 0.098
H -8.04 -0.76 0.01 0.099
H -6.00 0.24 -0.88 0.101
S 1.69 3.30 3.23 0.546
C 0.53 2.36 2.52 -1.721
S -0.60 2.99 1.32 0.582
S 0.31 0.74 3.03 0.669
O 1.74 0.56 0.75 -0.341
C 2.74 -0.38 0.79 -0.512
C 2.81 -1.17 2.11 -0.105
C 3.93 -2.20 2.10 -0.156
C 5.35 -1.62 2.07 -0.190
C 5.41 -0.15 2.50 -0.176
C 4.79 0.81 1.47 -0.155
N 4.01 0.16 0.41 0.063
H 1.85 -1.67 2.22 0.106
H 2.91 -0.46 2.93 0.105
H 3.80 -2.85 1.23 0.099
H 3.80 -2.82 2.99 0.118
H 5.78 -1.71 1.07 0.104
H 5.98 -2.20 2.75 0.109
H 6.46 0.13 2.64 0.110
H 4.93 -0.04 3.47 0.112
H 5.59 1.32 0.94 0.123
H 4.18 1.57 1.99 0.110
H 3.88 0.85 -0.32 0.126
```

energy relative to the best compared isomer or geometry (same formula, charge and spin) = 741.7 kJ/mol
charge = 0
gap between HOMO and LUMO (spin up / spin down) = 3.6 / 3.1 eV
lowest unoccupied orbital energy (spin up / spin down) = -4.06 / -4.49 eV
maximum force = 7.43 eV/Å

***

C30H39N5OPb | ωB97M-V/def2-TZVPD

The geometry in XYZ format:
```
76
Properties=species:S:1:pos:R:3:lowdin_charge:R:1
Pb -0.69 1.04 -0.48 0.915
N -3.33 -1.56 1.46 0.115
N -1.17 -1.57 -1.01 -0.183
C 2.74 1.09 -0.60 -0.322
C 2.75 -0.25 -0.13 -0.286
C 2.35 -0.24 1.23 -0.292
C 2.29 -1.39 2.14 -0.094
H 2.46 -2.33 1.59 0.062
H 1.31 -1.45 2.65 0.035
H 3.07 -1.30 2.92 0.061
C 2.08 1.10 1.60 -0.305
C 1.54 1.53 2.91 -0.083
H 2.32 1.49 3.69 0.058
H 0.72 0.86 3.24 0.055
H 1.15 2.55 2.86 0.055
C 2.35 1.93 0.48 -0.356
C 2.26 3.40 0.45 -0.109
H 1.41 3.76 1.06 0.051
H 2.13 3.76 -0.58 0.059
H 3.18 3.86 0.86 0.062
C 3.17 -1.44 -0.90 -0.092
H 4.08 -1.86 -0.44 0.062
H 3.39 -1.19 -1.94 0.050
H 2.40 -2.22 -0.89 0.053
C 3.08 1.55 -1.97 -0.097
H 2.20 1.67 -2.63 0.056
H 3.75 0.82 -2.45 0.053
H 3.60 2.52 -1.91 0.060
C -4.17 -2.27 2.21 -0.183
H -5.18 -1.88 2.33 0.087
C -3.80 -3.48 2.83 -0.126
H -4.54 -4.06 3.37 0.075
C -2.49 -3.93 2.66 -0.110
H -2.14 -4.86 3.11 0.090
C -1.63 -3.18 1.86 -0.048
H -0.61 -3.49 1.68 0.105
C -2.08 -1.98 1.25 -0.271
C -1.07 -1.26 0.39 -0.316
H -0.07 -1.51 0.78 0.058
C -1.55 -0.52 -1.81 -0.437
C -0.57 -2.57 -1.79 -0.068
H -0.22 -3.48 -1.32 0.102
C -0.58 -2.13 -3.07 -0.092
H -0.24 -2.64 -3.95 0.087
N -1.16 -0.87 -3.10 -0.034
C -1.23 0.15 -4.09 -0.177
C -0.09 0.54 -4.80 -0.228
C 0.01 1.88 -5.21 -0.047
H 0.93 2.21 -5.68 0.099
C -1.01 2.80 -4.95 -0.315
C -0.81 4.28 -5.14 -0.098
H -0.48 4.75 -4.20 0.073
H -1.74 4.78 -5.45 0.058
H -0.04 4.51 -5.89 0.056
C -2.21 2.34 -4.40 -0.039
H -3.04 3.04 -4.26 0.102
C -2.34 1.03 -3.95 -0.246
C -3.53 0.60 -3.17 -0.113
H -4.04 -0.25 -3.65 0.072
H -4.24 1.43 -3.08 0.062
H -3.25 0.27 -2.13 0.035
C 1.09 -0.35 -4.97 -0.068
H 0.79 -1.37 -5.22 0.051
H 1.72 -0.37 -4.07 0.077
H 1.71 0.03 -5.78 0.068
C -2.76 -1.19 5.80 -0.087
N -1.38 -1.48 6.08 -0.016
C -0.39 -1.50 5.13 -0.585
N 0.82 -1.92 5.64 0.144
O -0.56 -1.22 3.93 0.033
H -2.84 -0.54 4.92 0.095
H -3.20 -0.69 6.67 0.072
H -3.34 -2.11 5.62 0.071
H -1.11 -1.74 7.03 0.120
H 1.61 -1.81 5.03 0.086
H 0.99 -1.84 6.64 0.082
```

energy relative to the best compared isomer or geometry (same formula, charge and spin) = 0.0 kJ/mol
charge = -2
gap between HOMO and LUMO (spin up / spin down) = 1.8 / 2.5 eV
lowest unoccupied orbital energy (spin up / spin down) = 4.10 / 4.10 eV
maximum force = 2.54 eV/Å

***

C30H40ClGe2INOPdSSi | ωB97M-V/def2-TZVPD

The geometry in XYZ format:
```
79
Properties=species:S:1:pos:R:3:mulliken_spin:R:1
Pd 0.20 -0.32 -1.42 0.419
Cl 3.57 5.98 -0.40 0.001
C 3.33 4.27 -0.75 0.004
C 4.41 3.43 -0.69 -0.006
C 4.26 2.07 -0.95 0.011
I 5.93 0.81 -0.84 0.000
C 3.02 1.44 -1.26 -0.016
O 2.88 0.23 -1.49 0.008
C 1.88 2.39 -1.30 -0.026
N 0.66 1.86 -1.56 0.057
C -0.39 2.66 -1.63 0.027
C -0.32 4.04 -1.42 -0.017
C 0.90 4.60 -1.13 0.043
C 2.04 3.79 -1.06 -0.002
H 5.39 3.82 -0.44 0.000
H -1.34 2.17 -1.83 -0.006
H -1.22 4.64 -1.48 -0.001
H 0.99 5.66 -0.94 0.005
C -1.48 -3.59 1.89 -0.002
Ge 0.06 -2.40 2.27 0.000
C 1.61 -3.49 1.73 -0.003
C 0.18 -2.34 4.26 0.011
Ge -0.09 -0.24 1.09 0.167
C 1.44 0.79 1.86 -0.006
C 1.41 2.18 1.94 0.008
C 2.53 2.92 2.31 -0.008
C 3.72 2.28 2.60 0.014
C 3.78 0.90 2.52 -0.006
C 2.65 0.17 2.16 0.016
C -1.69 0.62 1.96 -0.019
C -2.09 1.90 1.55 0.032
C -3.23 2.51 2.06 -0.005
C -4.04 1.84 2.98 0.011
C -3.67 0.57 3.39 -0.004
C -2.52 -0.03 2.89 0.014
H -1.37 -4.53 2.43 0.000
H -1.52 -3.81 0.82 -0.001
H -2.43 -3.13 2.17 0.000
H 1.46 -4.53 2.04 0.000
H 2.54 -3.13 2.18 0.000
H 1.73 -3.46 0.64 0.000
H 0.28 -3.35 4.68 0.000
H -0.70 -1.87 4.70 0.000
H 1.05 -1.76 4.55 0.000
H 0.50 2.72 1.69 0.000
H 2.47 4.01 2.33 0.001
H 4.61 2.85 2.85 0.001
H 4.71 0.38 2.72 0.000
H 2.74 -0.91 2.09 0.007
H -1.52 2.42 0.80 -0.002
H -3.51 3.50 1.72 0.000
H -4.93 2.31 3.37 0.002
H -4.29 0.03 4.10 0.000
H -2.26 -1.02 3.24 0.008
C -4.93 0.75 -0.68 -0.001
S -3.34 0.28 -1.38 0.009
C -3.19 -1.35 -0.64 0.000
H -4.87 0.79 0.41 0.001
H -5.73 0.06 -0.98 0.000
H -5.18 1.75 -1.05 0.000
H -3.91 -2.05 -1.07 0.001
H -3.32 -1.29 0.44 0.000
H -2.17 -1.67 -0.87 0.014
C 1.82 -2.10 -4.37 0.043
Si 0.15 -2.56 -3.64 -0.035
C -0.29 -4.27 -4.37 0.027
C -1.16 -1.44 -4.42 0.106
C 0.18 -2.43 -1.81 0.172
H 1.84 -2.24 -5.46 0.003
H 2.61 -2.71 -3.93 0.000
H 2.07 -1.06 -4.14 -0.012
H -0.37 -4.25 -5.46 0.001
H -1.25 -4.61 -3.97 -0.003
H 0.46 -5.03 -4.10 -0.001
H -1.13 -1.50 -5.52 0.010
H -1.03 -0.40 -4.12 -0.032
H -2.16 -1.75 -4.10 -0.004
H 1.16 -2.75 -1.44 -0.014
H -0.59 -3.02 -1.31 -0.017
```

2S+1 = 2
charge = -2
gap between HOMO and LUMO (spin up / spin down) = 3.8 / 5.2 eV
lowest unoccupied orbital energy (spin up / spin down) = 4.04 / 4.04 eV
maximum force = 0.57 eV/Å
<S²> = 0.76